A cluster of 8 separate species, C36H52N2O24S in total at a distorted geometry. Source: the OMol25 dataset; level of theory: the ωB97M-V functional and the def2-TZVPD basis.

## Properties
SMILES = C#C[C@@]1(CCO)C(=O)N[C@H](CCCCN(C)C(C)=O)[C@H]1S.O=C1OCCO1.O=C1OCCO1.O=C1OCCO1.O=C1OCCO1.O=C1OCCO1.O=C1OCCO1.O=C1OCCO1
ΔE to the lowest compared entry with this formula, charge and spin = 1060.95 kJ/mol

The geometry in XYZ format:
```
115
Properties=species:S:1:pos:R:3:lowdin_charge:R:1
C 5.863 3.280 2.333 0.113
C 5.525 2.409 1.253 -0.072
C 5.155 1.460 -0.033 -0.345
C 6.407 0.805 -0.925 -0.102
C 7.135 -0.468 -0.170 -0.219
O 8.298 -0.966 -0.968 -0.152
C 4.244 0.225 0.569 -0.228
O 4.195 -0.336 1.780 0.000
N 3.416 -0.207 -0.660 0.018
C 2.774 1.129 -1.090 -0.319
C 2.019 0.941 -2.532 -0.128
C 0.443 0.503 -2.445 -0.199
C -0.251 0.677 -0.970 -0.166
C -1.800 0.157 -1.098 -0.187
N -2.821 0.980 -0.344 -0.166
C -4.093 0.143 -0.093 -0.085
C -2.327 1.438 1.010 -0.293
C -1.885 3.047 1.121 -0.032
O -2.276 0.636 2.103 -0.065
C 4.163 2.052 -1.217 -0.482
S 3.645 3.720 -0.484 0.719
H 6.174 4.179 3.053 0.079
H 7.172 1.705 -1.087 0.155
H 5.972 0.425 -1.970 0.128
H 7.587 -0.104 0.853 0.135
H 6.431 -1.405 -0.023 0.131
H 8.168 -1.973 -1.022 0.107
H 4.000 -0.588 -1.464 0.123
H 2.240 1.671 -0.202 0.116
H 2.182 1.926 -3.174 0.129
H 2.577 0.060 -3.113 0.127
H 0.296 -0.595 -2.878 0.108
H -0.147 1.240 -3.176 0.126
H -0.145 1.825 -0.684 0.109
H 0.375 -0.006 -0.217 0.124
H -1.897 -0.981 -0.840 0.120
H -2.088 0.252 -2.253 0.140
H -4.578 -0.247 -1.085 0.096
H -4.871 0.831 0.491 0.098
H -3.887 -0.783 0.615 0.098
H -0.992 3.224 1.856 0.094
H -1.557 3.335 0.010 0.083
H -2.849 3.670 1.354 0.091
H 4.598 2.216 -2.293 0.127
H 2.243 3.844 -0.464 -0.118
O 7.250 6.420 1.800 0.130
C 8.189 6.118 2.516 -0.515
O 9.419 6.710 2.467 0.066
C 10.143 6.245 3.591 -0.136
C 9.477 4.948 3.917 -0.139
O 8.148 5.144 3.472 0.017
H 11.201 6.119 3.345 0.137
H 10.051 6.978 4.399 0.138
H 9.912 4.105 3.371 0.140
H 9.499 4.727 4.988 0.125
O 7.667 3.902 6.567 0.127
C 7.333 2.754 6.325 -0.507
O 7.112 1.798 7.275 0.066
C 6.532 0.689 6.615 -0.137
C 6.984 0.856 5.201 -0.137
O 7.134 2.256 5.070 0.034
H 6.879 -0.249 7.056 0.137
H 5.443 0.748 6.715 0.138
H 7.951 0.377 5.012 0.137
H 6.253 0.475 4.482 0.136
O -1.450 -2.817 -2.732 0.118
C -0.511 -3.119 -2.015 -0.516
O 0.719 -2.527 -2.064 0.021
C 1.443 -2.992 -0.941 -0.143
C 0.777 -4.289 -0.614 -0.128
O -0.552 -4.093 -1.060 0.064
H 2.501 -3.118 -1.187 0.134
H 1.351 -2.259 -0.132 0.123
H 1.212 -5.132 -1.161 0.142
H 0.799 -4.510 0.456 0.139
O -7.466 1.607 1.354 0.130
C -6.926 1.619 2.448 -0.523
O -6.095 0.639 2.909 0.046
C -5.506 1.127 4.100 -0.140
C -6.483 2.155 4.571 -0.141
O -7.075 2.614 3.370 0.065
H -5.370 0.319 4.824 0.138
H -4.528 1.558 3.860 0.129
H -7.264 1.728 5.209 0.136
H -5.998 2.977 5.103 0.138
O -7.345 -2.092 -6.125 0.124
C -6.406 -2.394 -5.408 -0.500
O -5.177 -1.802 -5.457 0.069
C -4.452 -2.267 -4.333 -0.140
C -5.118 -3.564 -4.007 -0.133
O -6.447 -3.368 -4.452 0.066
H -3.394 -2.393 -4.580 0.128
H -4.544 -1.534 -3.525 0.126
H -4.683 -4.407 -4.554 0.140
H -5.097 -3.785 -2.936 0.140
O -2.212 -7.065 -0.055 0.133
C -2.507 -6.305 0.852 -0.520
O -1.682 -5.985 1.891 0.052
C -2.295 -4.918 2.590 -0.141
C -3.741 -5.066 2.242 -0.139
O -3.708 -5.663 0.960 0.064
H -2.114 -5.005 3.665 0.138
H -1.873 -3.973 2.233 0.133
H -4.270 -5.734 2.930 0.137
H -4.261 -4.105 2.209 0.137
O -13.045 -0.985 -8.992 0.125
C -12.106 -1.286 -8.275 -0.519
O -10.877 -0.695 -8.324 0.061
C -10.152 -1.160 -7.201 -0.149
C -10.818 -2.457 -6.875 -0.142
O -12.147 -2.261 -7.320 0.058
H -9.094 -1.285 -7.447 0.113
H -10.244 -0.427 -6.393 0.139
H -10.383 -3.300 -7.421 0.137
H -10.797 -2.678 -5.804 0.138
```

A structure of composition C36H52N3OP2Zn at a distorted geometry. Source: the OMol25 dataset; level of theory: the ωB97M-V functional and the def2-TZVPD basis.

## Properties
charge = +1

The geometry in XYZ format:
```
95
Properties=species:S:1:pos:R:3:lowdin_charge:R:1
C 0.822 -1.153 -2.865 -0.328
C -0.841 -2.333 -1.729 -0.289
C 0.687 -1.984 -3.982 -0.012
C -0.970 -3.244 -2.776 -0.015
C -0.204 -3.055 -3.932 -0.019
H 1.325 -1.770 -4.838 0.122
H -1.675 -4.071 -2.667 0.123
H -0.289 -3.754 -4.760 0.119
N -0.046 -1.244 -1.840 0.062
P 2.314 0.297 -0.981 1.106
P -2.334 -1.005 0.327 1.149
C 1.959 -0.140 -2.748 -0.246
H 2.858 -0.543 -3.235 0.079
H 1.687 0.779 -3.296 0.089
C 0.688 1.398 2.011 0.025
O 0.779 1.858 3.054 0.125
C -1.464 -2.551 -0.361 -0.300
H -2.154 -3.402 -0.340 0.098
C -2.945 -1.509 2.068 -0.653
C -3.818 -0.669 -0.768 -0.661
C 3.570 -1.047 -0.520 -0.649
C 3.117 2.020 -1.036 -0.663
C -1.906 -0.951 3.056 -0.115
H -1.838 0.143 2.975 0.063
H -2.230 -1.198 4.077 0.095
H -0.908 -1.369 2.892 0.050
C -4.282 -0.847 2.425 -0.092
H -4.223 0.246 2.377 0.079
H -5.115 -1.203 1.810 0.067
H -4.513 -1.116 3.467 0.095
C -3.080 -3.030 2.232 -0.068
H -3.559 -3.221 3.204 0.097
H -3.717 -3.491 1.466 0.070
H -2.106 -3.533 2.239 0.073
C -4.346 0.724 -0.333 -0.097
H -3.583 1.346 0.158 0.046
H -4.669 1.280 -1.221 0.083
H -5.208 0.642 0.337 0.071
C -3.383 -0.572 -2.241 -0.091
H -2.514 0.088 -2.372 0.048
H -3.160 -1.556 -2.672 0.074
H -4.220 -0.136 -2.808 0.096
C -4.879 -1.783 -0.626 -0.074
H -4.580 -2.651 -0.023 0.055
H -5.805 -1.371 -0.210 0.079
H -5.130 -2.167 -1.624 0.084
C 3.595 2.384 0.381 -0.084
H 3.805 3.463 0.406 0.099
H 2.836 2.176 1.148 0.043
H 4.529 1.872 0.642 0.069
C 2.085 3.069 -1.462 -0.100
H 1.763 2.933 -2.503 0.079
H 1.201 3.075 -0.822 0.055
H 2.558 4.061 -1.385 0.099
C 4.287 2.085 -2.029 -0.084
H 4.401 3.128 -2.360 0.093
H 5.236 1.803 -1.562 0.072
H 4.135 1.482 -2.934 0.079
C 2.944 -2.455 -0.616 -0.066
H 3.738 -3.170 -0.879 0.097
H 2.513 -2.745 0.349 0.060
H 2.150 -2.550 -1.364 0.067
C 3.990 -0.836 0.939 -0.088
H 3.116 -0.848 1.602 0.073
H 4.635 -1.680 1.214 0.100
H 4.562 0.083 1.103 0.057
C 4.788 -0.980 -1.450 -0.085
H 4.528 -1.090 -2.508 0.075
H 5.376 -0.067 -1.327 0.061
H 5.450 -1.818 -1.197 0.095
Zn 0.133 0.025 -0.023 0.347
N 0.411 -1.735 1.032 0.005
C -0.242 -2.751 0.642 -0.427
C 0.041 -4.185 1.051 -0.195
C 0.791 -4.373 2.217 -0.045
C -0.416 -5.302 0.328 -0.035
C 1.030 -5.664 2.702 -0.068
H 1.167 -3.479 2.722 0.108
C -0.147 -6.593 0.794 -0.074
H -0.971 -5.157 -0.600 0.092
C 0.564 -6.776 1.987 -0.080
H 1.583 -5.789 3.635 0.106
H -0.494 -7.456 0.218 0.107
H 0.753 -7.784 2.357 0.105
C -1.919 4.247 -1.907 -0.033
C -1.898 4.002 -0.532 -0.034
C -1.396 2.786 -0.067 -0.158
N -0.893 1.841 -0.899 -0.007
C -0.980 2.060 -2.236 -0.151
C -1.477 3.246 -2.774 -0.034
H -2.294 5.195 -2.293 0.120
H -2.265 4.726 0.195 0.119
H -1.388 2.556 1.001 0.093
H -0.624 1.267 -2.899 0.102
H -1.512 3.357 -3.859 0.120
```

A structure of composition C36H53N4O3Ti. Source: the OMol25 dataset; level of theory: the ωB97M-V functional and the def2-TZVPD basis.

## Properties
charge = +1
ΔE to the lowest compared entry with this formula, charge and spin = 42.70 kJ/mol

The geometry in XYZ format:
```
97
Properties=species:S:1:pos:R:3:lowdin_charge:R:1
Ti -0.093 0.123 0.011 1.051
C -4.818 -2.411 -1.881 -0.046
C -4.168 -2.157 -0.519 -0.379
C -5.192 -2.314 0.609 -0.058
C -2.964 -3.059 -0.301 -0.121
C -3.185 -4.418 -0.114 -0.024
C -2.148 -5.293 0.153 -0.048
C -0.857 -4.806 0.224 -0.033
C -0.578 -3.460 0.015 -0.131
C 0.884 -3.046 0.052 -0.384
C 1.688 -3.753 -1.045 -0.045
C 1.522 -3.272 1.424 -0.035
C -1.643 -2.582 -0.253 -0.135
N -1.377 -1.202 -0.457 -0.076
C -1.787 -0.530 -1.580 -0.181
C -1.756 0.844 -1.572 -0.174
N -1.347 1.505 -0.430 -0.068
C -1.818 2.846 -0.217 -0.129
C -3.184 3.087 0.027 -0.118
C -3.613 4.410 0.125 -0.030
C -2.745 5.475 0.010 -0.058
C -1.401 5.222 -0.185 -0.031
C -0.914 3.924 -0.296 -0.131
C 0.594 3.794 -0.451 -0.348
C 1.068 3.045 -1.697 -0.055
C 1.228 3.297 0.851 -0.046
C -4.271 2.038 0.244 -0.343
C -3.888 0.932 1.227 -0.056
C -4.882 1.500 -1.056 -0.043
H -5.657 -1.729 -2.036 0.081
H -5.200 -3.431 -1.952 0.084
H -4.107 -2.268 -2.697 0.074
H -3.835 -1.122 -0.502 0.077
H -5.625 -3.316 0.622 0.078
H -6.012 -1.605 0.475 0.080
H -4.735 -2.133 1.583 0.080
H -4.198 -4.797 -0.162 0.116
H -2.346 -6.345 0.310 0.112
H -0.042 -5.488 0.434 0.115
H 0.981 -1.977 -0.147 0.060
H 1.763 -4.823 -0.849 0.088
H 2.703 -3.353 -1.102 0.090
H 1.212 -3.656 -2.027 0.087
H 1.510 -4.328 1.694 0.088
H 0.986 -2.721 2.199 0.073
H 2.565 -2.943 1.419 0.083
H -1.979 -1.075 -2.499 0.136
H -1.954 1.411 -2.476 0.147
H -4.665 4.597 0.310 0.119
H -3.108 6.492 0.088 0.111
H -0.705 6.049 -0.256 0.116
H 0.952 4.815 -0.586 0.127
H 0.825 1.982 -1.675 0.017
H 2.152 3.134 -1.795 0.087
H 0.613 3.466 -2.595 0.098
H 0.829 2.336 1.171 0.034
H 1.018 4.001 1.657 0.095
H 2.313 3.201 0.753 0.084
H -5.076 2.590 0.732 0.126
H -3.085 0.297 0.858 0.046
H -4.755 0.302 1.432 0.078
H -3.564 1.369 2.174 0.081
H -4.212 0.826 -1.587 0.050
H -5.142 2.319 -1.729 0.088
H -5.798 0.948 -0.830 0.083
N 6.976 0.786 1.991 0.186
C 6.514 0.474 0.756 -0.492
O 7.226 0.217 -0.189 0.091
C 5.012 0.427 0.596 -0.103
C 4.119 0.184 1.627 0.018
C 2.768 0.123 1.350 -0.105
N 2.253 0.286 0.119 0.014
C 3.132 0.523 -0.869 -0.099
C 4.496 0.596 -0.679 0.038
H 7.973 0.881 2.099 0.123
H 6.384 1.193 2.692 0.101
H 4.449 0.012 2.643 0.123
H 2.060 -0.067 2.141 0.101
H 2.719 0.659 -1.854 0.098
H 5.163 0.771 -1.512 0.133
C -0.749 1.129 3.730 -0.026
C -0.453 -0.231 3.132 -0.469
C -1.623 -1.193 3.227 -0.020
O -0.087 -0.061 1.766 -0.301
H -1.030 1.032 4.779 0.093
H -1.571 1.601 3.191 0.074
H 0.126 1.779 3.667 0.080
H 0.415 -0.672 3.634 0.133
H -2.502 -0.763 2.745 0.065
H -1.864 -1.392 4.272 0.095
H -1.386 -2.141 2.741 0.078
C 0.763 -0.249 -3.537 -0.072
O 0.877 -0.644 -2.161 -0.208
H 1.672 -0.509 -4.079 0.099
H 0.625 0.828 -3.558 0.080
H -0.095 -0.722 -4.014 0.092
H 0.921 -1.608 -2.116 0.069
```

A structure of composition C36H55AlBCl2N4O2P2Se. Source: the OMol25 dataset; level of theory: the ωB97M-V functional and the def2-TZVPD basis.

## Properties
charge = +1
ΔE to the lowest compared entry with this formula, charge and spin = 1.91 kJ/mol

The geometry in XYZ format:
```
104
Properties=species:S:1:pos:R:3:lowdin_charge:R:1
Al 0.358 0.628 0.007 0.186
C 4.430 -3.160 0.587 -0.078
C 3.707 -1.818 0.724 -0.675
C 4.739 -0.693 0.869 -0.087
C 2.858 -1.847 2.005 -0.082
P 2.519 -1.358 -0.658 1.158
C 1.314 -2.772 -0.644 -0.258
N 0.234 -2.495 0.284 -0.019
B -0.243 -1.211 0.665 -0.722
N -1.350 -1.425 1.531 -0.009
C -2.256 -0.468 2.120 -0.269
P -1.777 1.300 1.770 1.163
C -3.450 2.107 1.452 -0.680
C -3.269 3.629 1.424 -0.091
C -3.887 1.664 0.051 -0.117
C -4.565 1.741 2.441 -0.074
C -1.095 1.831 3.445 -0.674
C -0.027 0.795 3.827 -0.082
C -0.425 3.205 3.289 -0.084
C -2.108 1.925 4.585 -0.080
C -1.484 -2.799 1.736 -0.155
C -2.395 -3.510 2.498 -0.012
C -2.303 -4.898 2.499 -0.092
C -1.334 -5.552 1.745 -0.092
C -0.426 -4.842 0.966 -0.009
C -0.496 -3.458 0.980 -0.158
C 3.286 -1.526 -2.363 -0.683
C 4.021 -2.834 -2.653 -0.077
C 4.227 -0.335 -2.579 -0.084
C 2.121 -1.372 -3.359 -0.111
H 4.794 -3.473 1.570 0.091
H 5.295 -3.090 -0.070 0.070
H 3.784 -3.956 0.216 0.071
H 5.311 -0.845 1.789 0.093
H 4.256 0.285 0.932 0.065
H 5.449 -0.677 0.045 0.065
H 3.530 -1.895 2.866 0.095
H 2.201 -2.717 2.046 0.089
H 2.245 -0.950 2.106 0.056
H 1.773 -3.737 -0.422 0.087
H 0.905 -2.832 -1.654 0.081
H -2.294 -0.600 3.204 0.090
H -3.268 -0.643 1.745 0.094
H -2.451 3.926 0.763 0.085
H -3.080 4.040 2.415 0.064
H -4.186 4.091 1.050 0.093
H -3.131 1.902 -0.697 0.029
H -4.811 2.190 -0.206 0.095
H -4.078 0.592 -0.004 0.073
H -4.481 2.276 3.383 0.065
H -4.614 0.675 2.658 0.075
H -5.523 2.021 1.995 0.092
H 0.622 0.532 2.990 0.044
H -0.469 -0.123 4.213 0.088
H 0.605 1.211 4.615 0.098
H 0.301 3.213 2.480 0.055
H 0.094 3.466 4.214 0.095
H -1.150 3.990 3.087 0.064
H -2.675 1.002 4.717 0.082
H -2.805 2.750 4.453 0.068
H -1.560 2.109 5.512 0.096
H -3.160 -3.008 3.078 0.108
H -3.002 -5.477 3.088 0.102
H -1.293 -6.633 1.753 0.102
H 0.300 -5.363 0.356 0.107
H 4.960 -2.904 -2.108 0.067
H 4.256 -2.885 -3.720 0.092
H 3.413 -3.707 -2.409 0.082
H 5.077 -0.342 -1.899 0.063
H 3.696 0.613 -2.453 0.061
H 4.620 -0.367 -3.598 0.094
H 1.569 -2.301 -3.495 0.077
H 2.523 -1.086 -4.334 0.089
H 1.413 -0.595 -3.054 0.039
Cl 5.085 5.699 -1.863 0.711
C 3.887 4.469 -1.674 -0.656
C 3.251 3.951 -2.809 -0.082
C 2.281 2.983 -2.702 -0.565
Cl 1.589 2.311 -4.132 0.774
C 1.865 2.506 -1.442 -0.302
O 0.882 1.651 -1.342 -0.071
C 2.579 2.990 -0.317 -0.107
C 2.355 2.408 0.959 -0.092
O 1.599 1.442 1.181 -0.032
C 3.572 3.981 -0.438 -0.034
H 3.533 4.310 -3.790 0.118
H 2.908 2.815 1.812 0.160
H 4.095 4.332 0.443 0.127
C -2.217 2.338 -3.362 -0.015
N -3.072 1.196 -3.633 -0.113
C -4.158 1.173 -4.487 -0.032
C -4.685 -0.066 -4.421 -0.032
N -3.916 -0.786 -3.528 -0.123
C -4.151 -2.161 -3.116 -0.028
C -2.926 -0.008 -3.045 -0.645
Se -1.634 -0.556 -1.834 0.851
H -2.479 3.140 -4.046 0.101
H -1.177 2.053 -3.498 0.048
H -2.350 2.672 -2.334 0.075
H -4.449 2.030 -5.068 0.126
H -5.525 -0.499 -4.931 0.127
H -4.937 -2.576 -3.740 0.095
H -4.452 -2.193 -2.070 0.094
H -3.238 -2.740 -3.231 0.082
```

| no. | Kohn-Sham gap (eV) | electronic energy (eV) | HOMO (eV) |
| --- | --- | --- | --- |
| 1 | 8.65 | -101117.8340 | -8.924 |
| 2 | 7.18 | -111684.9514 | -9.677 |
| 3 | 7.45 | -73408.7528 | -10.509 |
| 4 | 6.15 | -164523.4605 | -9.757 |